Density functional theory data (ωB97M-V with the def2-TZVPD basis set) for a cluster of 13 separate species, C16H58O16 in total at a distorted geometry.

Last column: Löwdin charge in e.
Geometry (Å):
O -4.344 0.375 0.845  -0.135
O -1.728 -0.206 -3.488  -0.154
O 2.490 2.904 1.421  -0.085
O 3.520 -2.634 3.591  -0.131
O 2.914 -2.606 -0.433  -0.092
O 5.744 -4.135 -0.782  -0.074
O 2.851 6.098 3.445  -0.064
O 0.727 -1.325 0.776  -0.089
O 5.080 -0.615 1.721  -0.123
O -1.783 4.251 1.055  -0.117
O -3.539 -3.892 -1.111  -0.121
O 1.057 3.501 -2.977  -0.110
O -3.399 -2.471 3.268  -0.126
O -3.519 0.957 -1.552  -0.153
O -0.149 -2.549 -4.018  -0.111
O -0.096 1.794 0.898  -0.055
C 3.886 0.023 1.478  -0.171
C 3.309 -3.955 -0.584  -0.240
C 1.057 -2.800 -3.391  -0.179
C 0.889 3.651 -1.590  -0.163
C 3.209 4.919 2.721  -0.235
C 0.445 -0.354 -0.252  -0.180
C -2.637 -2.085 2.097  -0.133
C 4.601 -4.390 0.098  -0.188
C -0.579 0.714 0.210  -0.248
C -2.775 3.636 0.275  -0.156
C -5.580 -0.270 0.918  -0.139
C -3.007 -2.671 -1.631  -0.146
C -4.754 1.297 -2.122  -0.152
C -0.713 0.750 -3.764  -0.117
C 2.287 -3.126 3.098  -0.141
C 2.070 4.107 2.089  -0.234
H 3.734 4.280 3.431  0.113
H -0.065 -0.973 -0.990  0.094
H 3.313 -4.253 -1.633  0.119
H -1.115 1.096 -0.659  0.091
H -0.158 0.915 -2.841  0.062
H 2.618 5.886 4.352  0.082
H -5.837 -0.912 0.075  0.091
H 3.433 -2.067 -1.034  0.101
H 0.309 3.942 -3.387  0.074
H -0.148 3.471 -1.309  0.063
H -3.568 -1.824 -1.237  0.052
H -0.496 -1.669 -3.852  0.019
H 1.243 3.885 2.763  0.116
H -4.756 1.485 -3.195  0.086
H 2.507 -4.556 -0.157  0.121
H 1.686 2.383 1.359  0.035
H 1.458 -1.885 0.505  0.018
H 1.047 -2.475 -2.351  0.050
H -3.687 0.574 -0.688  0.010
H 3.102 -0.349 2.138  0.080
H -2.296 -1.050 2.082  0.052
H 2.332 -3.281 2.020  0.051
H -5.238 2.140 -1.629  0.080
H -0.763 2.427 1.173  0.063
H -2.018 -2.449 -1.231  0.074
H 1.576 2.962 -1.098  0.074
H 3.840 -2.041 2.906  0.016
H -1.736 -2.698 2.124  0.083
H -5.618 -0.865 1.831  0.085
H -4.443 -3.968 -1.423  0.070
H 4.095 1.061 1.735  0.076
H 2.125 -4.058 3.640  0.089
H 1.623 -2.276 3.254  0.077
H 1.187 4.634 -1.225  0.078
H 4.522 -5.445 0.360  0.122
H 1.407 -3.831 -3.443  0.086
H -1.472 0.254 0.633  0.096
H -2.556 3.889 -0.762  0.092
H 1.330 0.126 -0.670  0.118
H 1.510 4.762 1.422  0.101
H 1.751 -2.065 -3.798  0.079
H -5.512 0.517 -2.052  0.074
H -2.480 0.209 -3.058  0.037
H -1.253 1.636 -4.098  0.087
H -6.446 0.361 1.119  0.085
H 3.978 5.137 1.980  0.121
H -3.232 -2.239 1.197  0.063
H -2.991 -2.770 -2.716  0.087
H -0.073 0.323 -4.536  0.090
H 6.039 -3.224 -0.729  0.074
H 5.469 -0.290 2.536  0.092
H -2.891 2.563 0.426  0.054
H 4.720 -3.821 1.019  0.112
H -3.756 3.969 0.614  0.086
H 3.796 -0.071 0.396  0.086
H -2.828 -2.317 4.025  0.067
H -4.162 0.807 1.683  0.111
H -1.693 5.134 0.689  0.092

Computed properties:
Kohn-Sham gap, eV: 9.584
Energy relative to the best compared isomer or geometry (same formula, charge and spin), kcal per mole: 41.8
HOMO, eV: -9.547
E, eV: -50285.078